(1)
Computed, not measured: a structure of composition C35H27BCo2O10, with ωB97M-V/def2-TZVPD.

Geometry as XYZ:
```
75
Properties=species:S:1:pos:R:3:mulliken_charge:R:1
C -4.7300 -3.8566 5.2519 -1.242
C -3.5756 -2.9939 5.3364 0.395
C -2.8851 -2.5449 6.4370 -0.939
C -1.8521 -1.6988 5.9495 -0.621
C -1.9523 -1.6463 4.5854 1.038
B -1.0369 -0.7322 3.6403 -0.453
C -0.0975 0.2473 4.4775 1.104
C -0.0201 1.6074 4.3207 -0.748
C 0.9854 2.0877 5.2032 -0.960
C 1.4672 0.9972 5.8901 0.368
C 2.5190 0.8926 6.8729 -1.248
O 0.8053 -0.1452 5.4570 -0.454
C -0.0674 -1.6271 2.7538 0.749
C -0.2240 -2.9615 2.4640 -0.643
C 0.9075 -3.3814 1.7125 -0.962
C 1.7150 -2.2718 1.5658 0.480
C 2.9902 -2.1240 0.9095 -0.949
O 1.1294 -1.1851 2.2078 -0.411
C -2.0589 0.0862 2.7287 1.120
C -2.1765 0.0174 1.3602 -0.774
C -3.2194 0.9112 0.9705 -1.143
C -3.6808 1.5050 2.1210 0.272
C -4.7293 2.4750 2.3257 -1.341
O -2.9660 1.0218 3.2117 -0.481
O -3.0187 -2.4423 4.1864 -0.482
H -4.9349 -4.1465 6.2948 0.335
H -5.6274 -3.3314 4.8869 0.250
H -4.5555 -4.7857 4.6863 0.266
H -3.1095 -2.7880 7.4696 0.374
H -1.1303 -1.1672 6.5488 0.533
H -0.5994 2.1893 3.6156 0.479
H 1.3356 3.1066 5.3117 0.383
H 2.8436 1.9324 7.0372 0.341
H 2.1890 0.4966 7.8471 0.279
H 3.3965 0.3414 6.4959 0.232
H -1.0539 -3.5780 2.7833 0.576
H 1.1262 -4.3745 1.3363 0.419
H 3.2162 -3.1206 0.4964 0.360
H 2.9715 -1.4193 0.0589 -0.074
H 3.8038 -1.8795 1.6128 0.266
H -1.6010 -0.6295 0.7110 0.973
H -3.6066 1.0861 -0.0246 0.493
H -5.1529 2.6459 1.3232 0.342
H -5.5430 2.0940 2.9637 0.274
H -4.3657 3.4509 2.6905 0.285
O 0.2887 0.9658 -0.2186 -0.400
C 0.6891 0.7052 -1.2885 0.225
Co 1.2562 0.4155 -2.9039 0.397
C 3.0356 0.4395 -2.8952 0.078
O 4.1858 0.5930 -2.9256 -0.240
C 0.6969 -1.1317 -3.5208 0.146
O 0.3014 -2.1112 -3.9856 -0.273
C 0.9264 2.3239 -3.3207 2.188
C 2.0884 3.1718 -2.9176 0.585
C 2.4078 3.2554 -1.5486 -0.297
C 3.6221 3.7981 -1.1367 -0.647
C 4.5430 4.3031 -2.0806 -0.512
C 4.2543 4.1622 -3.4532 -0.767
C 3.0183 3.6544 -3.8844 -0.473
C 0.8520 1.7417 -4.6246 -1.111
C 1.5505 1.5456 -5.7606 -0.802
Co -0.8878 2.2426 -3.9659 -0.099
C -1.7159 2.6746 -2.4619 0.333
O -2.1297 2.9486 -1.4155 -0.209
C -1.9116 0.8162 -4.4776 0.111
O -2.4666 -0.1526 -4.7746 -0.237
C -1.3171 3.5843 -5.1293 0.061
O -1.4471 4.4672 -5.8701 -0.263
H 1.7012 2.8622 -0.8128 0.577
H 3.8427 3.8410 -0.0618 0.428
H 5.4806 4.7647 -1.7367 0.385
H 5.0031 4.4950 -4.1935 0.384
H 2.8189 3.5905 -4.9598 0.672
H 0.9851 1.5580 -6.6978 0.277
H 2.6373 1.6572 -5.6707 0.422
```

Output
* E_LUMO: -4.10 eV
* net charge: 0
* gap between HOMO and LUMO: 1.81 eV
* energy above the lowest of the compared OMol25 structures with the same formula, charge and spin: 0.0 kcal per mole
* DFT total energy: -133129.1658 eV
* HOMO: -5.91 eV
* molar mass: 736.27 g mol⁻¹

(2)
Computed, not measured: a structure of composition C16H19NNbO2, with ωB97M-V/def2-TZVPD.

Geometry as XYZ:
```
39
Properties=species:S:1:pos:R:3:nbo_charge:R:1
N 2.8918 -4.8150 -0.0351 -0.862
C 2.5307 -3.8106 -1.0545 -0.226
C 1.2516 -3.0541 -0.6702 -0.917
Nb -0.5626 -4.3447 -1.0199 1.341
H 2.2062 -4.7742 0.7177 0.370
H 2.8152 -5.7525 -0.4172 0.358
H 3.3713 -3.0993 -1.1708 0.154
H 2.4042 -4.3222 -2.0272 0.181
H 1.3967 -2.6986 0.3640 0.205
H 1.1146 -2.1633 -1.3161 0.196
H -0.3574 -4.7024 0.8076 -0.424
H 0.2026 -5.9323 -1.5655 -0.341
H -0.8710 -4.3461 -2.8678 -0.434
H -1.9244 -3.1045 -1.0553 -0.347
H -1.8999 -5.4796 -0.5001 -0.251
C -3.8855 4.4081 0.4770 -0.204
C -4.2468 3.2123 -0.1351 -0.197
C -3.3043 2.2168 -0.3274 -0.178
C -1.9935 2.4169 0.0901 -0.045
C -1.6271 3.6170 0.6966 -0.153
C -2.5806 4.6111 0.8915 -0.161
C -0.2192 3.8715 1.1388 0.555
O 0.0879 4.9158 1.6745 -0.542
C 0.7807 2.7918 0.8963 -0.161
C 2.1043 3.0009 1.2719 -0.162
C 3.0428 2.0029 1.0726 -0.202
C 2.6673 0.7903 0.5039 -0.186
C 1.3534 0.5769 0.1233 -0.173
C 0.4104 1.5797 0.3132 -0.050
C -0.9992 1.3167 -0.1238 0.502
O -1.3172 0.2655 -0.6276 -0.485
H -4.6268 5.1828 0.6302 0.212
H -5.2679 3.0575 -0.4612 0.215
H -3.5540 1.2719 -0.7937 0.247
H -2.2731 5.5324 1.3692 0.234
H 2.3703 3.9494 1.7206 0.231
H 4.0727 2.1660 1.3658 0.212
H 3.3986 0.0046 0.3577 0.226
H 1.0371 -0.3593 -0.3138 0.259
```

Output
* E_LUMO: 0.93 eV
* net charge: -1
* gap between HOMO and LUMO: 5.28 eV
* DFT total energy: -24030.8321 eV
* HOMO: -4.35 eV
* molar mass: 350.24 g mol⁻¹

(3)
Computed, not measured: a structure of composition C18H16F6N5O5RuSSb, with ωB97M-V/def2-TZVPD.

Geometry as XYZ:
```
53
Properties=species:S:1:pos:R:3:lowdin_spin:R:1
Ru -0.0794 0.1828 -0.9016 2.919
N 0.0808 -1.8779 -1.3883 0.064
C -0.1567 -2.0391 -2.8397 0.006
C -1.0332 -0.9163 -3.3819 0.027
O -1.6159 -1.0028 -4.4343 0.072
N -1.0655 0.1898 -2.5562 0.173
C -1.4912 1.4602 -3.1086 0.030
C -1.0215 2.5898 -2.1455 0.020
O -1.2151 3.7357 -2.4506 0.032
O -0.4901 2.1258 -1.0417 0.249
H 1.0266 -2.1640 -1.1126 0.007
H -0.5449 -2.4777 -0.8614 0.006
H -0.6074 -2.9988 -3.0873 0.001
H 0.7909 -1.9656 -3.3761 0.000
H -2.5789 1.5394 -3.1818 0.008
H -1.0693 1.6278 -4.0994 0.003
O 1.1969 2.4118 1.2210 0.012
C 1.6883 1.3182 1.3131 0.014
N 1.2627 0.1663 0.6122 0.059
C 2.0654 -0.9112 0.9773 0.012
O 1.9845 -2.0306 0.5057 0.013
C 3.0114 -0.4557 2.0282 0.003
C 3.9480 -1.1473 2.7665 0.001
C 4.6591 -0.4301 3.7251 0.002
C 4.4351 0.9271 3.9227 0.003
C 3.4910 1.6188 3.1683 0.001
C 2.7907 0.8993 2.2250 0.005
H 4.1194 -2.2032 2.6065 0.000
H 5.3978 -0.9399 4.3294 0.000
H 5.0014 1.4535 4.6798 0.000
H 3.3085 2.6757 3.3081 0.000
N -6.3618 -0.5854 2.4354 -0.001
C -5.1847 -0.1182 2.8979 0.000
S -5.0910 0.3324 4.5133 0.008
C -4.0282 -0.0798 2.0198 0.007
C -4.0340 -0.6362 0.7310 0.002
C -2.9044 -0.6068 -0.0469 0.017
N -1.7482 -0.0473 0.3435 0.110
C -1.7445 0.5375 1.5590 0.017
C -2.8240 0.5246 2.4051 0.001
H -7.1457 -0.5099 3.0627 0.000
H -6.5629 -0.5548 1.4468 0.000
H -4.9218 -1.1172 0.3431 0.001
H -2.9068 -1.0461 -1.0371 0.001
H -0.8420 1.0567 1.8447 0.002
H -2.7554 0.9985 3.3723 0.000
F 1.6614 0.4895 -2.1728 0.075
Sb 3.2196 0.0742 -3.4077 0.006
F 4.2963 0.2920 -1.8765 0.003
F 2.8683 -1.7199 -2.8272 0.002
F 4.6526 -0.3199 -4.5414 0.000
F 1.8544 -0.2324 -4.6928 0.003
F 3.2134 1.9068 -3.7938 0.005
```

Output
* E_LUMO (spin up / spin down): -2.20 / -3.09 eV
* <S²>: 6.018
* net charge: 0
* gap between HOMO and LUMO (spin up / spin down): 6.84 / 6.62 eV
* DFT total energy: -72877.0300 eV
* HOMO (spin up / spin down): -9.05 / -9.71 eV
* 2S+1: 5
* molar mass: 751.24 g mol⁻¹

(4)
Computed, not measured: a structure of composition CH2BrF2NO2S, with ωB97M-V/def2-TZVPD.

Geometry as XYZ:
```
10
Properties=species:S:1:pos:R:3:nbo_charge:R:1
C 0.4329 -0.2615 -2.1182 1.154
N -0.6303 -0.2647 1.6759 -0.927
O -1.1788 1.7903 2.8431 -0.774
O -0.4043 -0.0224 -1.3256 -0.686
F 1.0128 0.7007 -2.8356 -0.310
F 0.3942 -1.4461 -2.6731 -0.309
S -1.5867 1.0888 1.6755 1.506
Br 2.4082 -0.5622 -0.5301 -0.576
H 0.0733 -0.1830 2.4283 0.448
H -0.5213 -0.8400 0.8597 0.473
```

Output
* E_LUMO (spin up / spin down): -3.26 / -4.40 eV
* net charge: 0
* gap between HOMO and LUMO (spin up / spin down): 5.73 / 3.53 eV
* energy above the lowest of the compared OMol25 structures with the same formula, charge and spin: 47.1 kcal per mole
* DFT total energy: -92964.5053 eV
* HOMO (spin up / spin down): -8.99 / -7.93 eV
* molar mass: 210.00 g mol⁻¹